{"formula": "C4H10N2O2", "method": "ωB97M-V with the def2-TZVPD basis set", "elements": ["N", "C", "C", "C", "N", "C", "O", "O", "H", "H", "H", "H", "H", "H", "H", "H", "H", "H"], "xyz": [[0.414239, -1.515599, 0.002861], [-0.982155, -1.177994, 0.331541], [-1.378666, 0.117979, -0.366686], [-0.709882, 1.357403, 0.235484], [0.599451, 1.033180, 0.784472], [1.540295, 0.322107, 0.055926], [2.638479, 0.018812, 0.563958], [1.527830, 0.718977, -1.272088], [0.835954, -2.127957, 0.695372], [0.501083, -1.871491, -0.946298], [-1.039752, -1.035271, 1.419128], [-1.660505, -1.993969, 0.041755], [-2.469054, 0.233131, -0.309237], [-1.107266, 0.036496, -1.430289], [-1.341172, 1.758424, 1.044016], [-0.615116, 2.131163, -0.541450], [0.995381, 1.741390, 1.397608], [2.250851, 0.253218, -1.706073]], "forces_ev_per_a": [[-0.4972, 0.1756, -0.1604], [0.0764, -0.1400, 0.0775], [-0.1647, -0.1408, -0.2674], [0.2024, 0.1784, -0.2859], [-0.9014, -0.1130, 0.6864], [3.6803, 2.2271, 1.0443], [-1.9890, -0.3181, -0.7737], [-0.9330, -1.0205, -0.1825], [0.0539, 0.0781, -0.3796], [0.0300, -0.1770, 0.3649], [-0.0115, -0.1327, -0.2434], [0.0089, 0.2045, 0.1707], [0.2189, 0.0052, -0.1060], [-0.1326, 0.0064, 0.2398], [0.3305, -0.1356, -0.1579], [-0.2425, -0.0612, 0.1228], [0.0738, -0.6322, -0.2351], [0.1966, -0.0042, 0.0858]], "gap_ev": 9.916, "total_energy_ha": -418.39675, "max_force_ha_per_bohr": 0.0861, "homo_energy_ev": -9.1, "e_above_lowest_ev": 1.747, "e_lumo_ev": 0.82, "molar_mass_g_mol": 118.14, "smiles": "NCCCNC(=O)O"}